(1)
{"formula": "C4H8N2OS", "method": "ωB97M-V with the def2-TZVPD basis set", "elements": ["C", "C", "C", "C", "N", "N", "O", "S", "H", "H", "H", "H", "H", "H", "H", "H"], "positions_angstrom": [[-1.24935, 1.58635, 0.12777], [-0.94384, 0.47060, -0.70637], [1.79522, 0.05890, -0.33765], [0.56656, -1.88957, 0.09215], [-2.28423, 1.47787, 1.07935], [0.66089, -0.47913, 0.38518], [-0.49730, 2.54409, -0.05302], [-1.31000, -0.19759, -2.05922], [1.88076, -0.46542, -1.30232], [1.90078, 1.07425, -0.24398], [2.78054, -0.46531, 0.02550], [0.47074, -1.99232, -0.95974], [1.45820, -2.41965, 0.49807], [-0.35702, -2.13429, 0.41731], [-2.62979, 0.57538, 1.29318], [-2.24217, 2.25585, 1.74380]], "orbital_gap_ev": [7.63, 7.65], "homo_ev": [-8.12, -8.14], "spin_multiplicity": 1, "lumo_ev": [-0.5, -0.5], "total_charge": 0, "de_lowest_kj_mol": 392.8}

(2)
{"formula": "C4H8N2OS", "method": "ωB97M-V with the def2-TZVPD basis set", "elements": ["C", "C", "C", "C", "N", "N", "O", "S", "H", "H", "H", "H", "H", "H", "H", "H"], "positions_angstrom": [[-1.33311, 0.05198, -0.11299], [0.76045, -0.77930, 0.27507], [-2.43524, 0.67945, -0.89059], [1.81963, 0.37185, 0.31045], [-0.30498, -0.43154, -0.63162], [0.15218, -0.87734, 1.59778], [-2.27314, -0.36430, 2.58769], [-1.15344, 0.20170, 1.81567], [1.26390, -1.74647, 0.16811], [-2.37494, 1.74688, -0.57458], [-3.46519, 0.35807, -0.58033], [-2.15070, 0.53534, -1.96884], [2.55051, -0.22632, 1.00269], [1.40099, 1.28237, 0.74177], [2.08905, 0.53890, -0.76919], [1.01744, -1.02489, 2.13559]], "orbital_gap_ev": 9.29, "homo_ev": -8.69, "spin_multiplicity": 1, "lumo_ev": 0.6, "total_charge": 0, "de_lowest_kj_mol": 248.5}

(3)
{"formula": "C4H8N2OS", "method": "ωB97M-V with the def2-TZVPD basis set", "elements": ["C", "C", "C", "C", "H", "H", "H", "H", "H", "H", "H", "H", "N", "N", "O", "S"], "positions_angstrom": [[-1.19421, -0.29924, -0.82701], [0.81138, -1.81352, -0.66371], [1.99191, -1.74584, 0.35933], [1.96341, -0.24361, 0.69723], [-0.27666, 1.42896, 1.00581], [-1.56248, -0.83853, -1.73424], [1.17448, -1.55657, -1.72681], [0.31400, -2.84140, -0.56507], [1.86351, -2.39367, 1.32233], [2.98673, -2.15437, -0.09001], [1.66038, -0.13554, 1.75871], [2.60044, 0.67338, 0.65906], [-1.74115, 0.82365, -0.76692], [-0.03902, -0.78247, -0.19349], [0.85012, 0.33443, -0.08294], [-1.53344, 1.84171, 0.58510]], "orbital_gap_ev": 9.10, "homo_ev": -8.31, "spin_multiplicity": 1, "lumo_ev": 0.8, "total_charge": 0, "de_lowest_kj_mol": 417.0, "smiles": "S/N=C\\N1CCCO1"}

(4)
{"formula": "C4H8N2OS", "method": "ωB97M-V with the def2-TZVPD basis set", "elements": ["C", "C", "C", "C", "H", "H", "H", "H", "H", "H", "H", "H", "N", "N", "O", "S"], "positions_angstrom": [[-1.47119, 0.08851, -1.15992], [-0.52501, -0.12795, 0.11058], [0.70274, -1.02308, -0.10007], [0.44952, 1.09505, 0.15004], [-0.77019, -0.02891, -2.02442], [-1.71906, 1.10698, -0.94566], [-2.31522, -0.68058, -1.34435], [-1.53166, -1.35236, 1.71071], [-2.18603, 0.54192, 1.55028], [0.98939, -1.27321, -1.15157], [1.06647, -1.92327, 0.45218], [3.77160, 1.10698, 1.24320], [-1.28841, -0.14719, 1.39516], [1.47767, 0.25447, 0.04018], [0.20202, 2.27539, 0.06119], [3.14736, 0.08725, 0.01246]], "orbital_gap_ev": 8.79, "homo_ev": -8.94, "spin_multiplicity": 1, "lumo_ev": -0.1, "total_charge": 0, "de_lowest_kj_mol": 453.5}

(5)
{"formula": "C4H8N2P", "method": "ωB97M-V with the def2-TZVPD basis set", "elements": ["C", "C", "C", "C", "N", "N", "P", "H", "H", "H", "H", "H", "H", "H", "H"], "positions_angstrom": [[0.49673, 1.14763, 0.11461], [1.03935, -0.17905, 0.16697], [-1.76402, 0.28904, 0.14057], [2.45296, -0.26325, -0.14249], [-0.82436, 1.20382, 0.00292], [0.13634, -1.05813, 0.37382], [-3.24082, -0.42968, -0.03247], [1.04245, 2.05180, 0.04436], [2.94701, -1.11671, 0.25646], [2.52997, -0.29517, -1.20705], [2.87105, 0.80152, 0.19094], [-1.27022, 2.21611, 0.11546], [0.40649, -1.96285, 0.48371], [-3.10403, -1.51362, 0.82618], [-3.71891, -0.89144, -1.33399]], "orbital_gap_ev": [7.51, 7.51], "homo_ev": [-12.67, -12.67], "spin_multiplicity": 1, "lumo_ev": [-5.2, -5.2], "total_charge": 1, "de_lowest_kj_mol": 452.6, "smiles": "[H]/N=C(C)/C=[NH+]\\C#[PH2]"}

(6)
{"formula": "C4H8N2S", "method": "ωB97M-V with the def2-TZVPD basis set", "elements": ["C", "C", "C", "C", "H", "H", "H", "H", "H", "H", "H", "H", "N", "N", "S"], "positions_angstrom": [[-0.51672, -3.25681, 0.27051], [-0.48572, -1.27847, -0.82651], [0.24858, 1.19793, -0.23954], [0.30388, 2.54608, -0.87123], [-1.71875, -3.34145, 0.59980], [0.15007, -3.75940, 1.16382], [-0.23587, -3.98526, -0.77767], [-0.53605, -1.73351, -1.94201], [-0.78392, 0.55715, -1.88582], [1.30304, 3.03201, -0.66381], [0.20496, 2.50754, -2.04292], [-0.62184, 3.23181, -0.49366], [-0.37051, -1.85076, 0.27397], [-0.25811, 0.11794, -1.01594], [0.58366, 1.27303, 1.32729]], "orbital_gap_ev": 8.33, "homo_ev": -8.14, "spin_multiplicity": 1, "lumo_ev": 0.2, "total_charge": 0, "de_lowest_kj_mol": 353.6, "smiles": "C/N=C/NC(C)=S"}

(7)
{"formula": "C4H8N2S", "method": "ωB97M-V with the def2-TZVPD basis set", "elements": ["C", "C", "C", "C", "H", "H", "H", "H", "H", "H", "H", "H", "N", "N", "S"], "positions_angstrom": [[0.10062, 2.13134, -0.00024], [-0.48582, 0.79566, -0.12764], [0.55378, -0.30326, -0.27143], [0.76703, -1.43318, 0.70154], [0.77227, 2.19910, 0.89788], [-0.69523, 2.85185, 0.03444], [0.79376, 2.29488, -0.82557], [-1.73378, -1.51379, -0.34200], [1.47714, -0.02241, -0.72556], [1.75247, -1.83059, 0.92360], [0.04356, -1.53967, 1.52670], [0.91593, -2.05265, -1.18661], [-1.75822, 0.71673, 0.01834], [0.16827, -1.65956, -0.63244], [-2.67179, -0.63445, 0.00898]], "orbital_gap_ev": 9.00, "homo_ev": -8.21, "spin_multiplicity": 1, "lumo_ev": 0.8, "total_charge": 0, "de_lowest_kj_mol": 263.7, "smiles": "C/C(=N/S)[C@H]1CN1"}

(8)
{"formula": "C4H8N2S", "method": "ωB97M-V with the def2-TZVPD basis set", "elements": ["C", "C", "C", "C", "H", "H", "H", "H", "H", "H", "H", "H", "N", "N", "S"], "positions_angstrom": [[-2.12775, 0.71450, -0.49593], [-0.21816, 0.25348, 1.41713], [1.08038, 0.80630, 0.75509], [1.76061, -1.59249, -1.27949], [-1.23210, 0.97477, -1.14069], [-2.38640, -0.33968, -0.68336], [-2.93819, 1.35051, -1.03728], [-0.44338, -0.84925, 1.19215], [-0.09472, 0.19504, 2.54693], [1.42550, 1.65350, 1.25641], [3.05205, -1.58156, -0.89181], [1.14832, -2.36352, -1.73637], [1.79006, 0.35658, -0.24936], [0.97700, -0.75006, -0.83168], [-1.79321, 1.17188, 1.17825]], "orbital_gap_ev": 9.46, "homo_ev": -8.75, "spin_multiplicity": 1, "lumo_ev": 0.7, "total_charge": 0, "de_lowest_kj_mol": 404.0}

| no. | DFT total energy (eV) |
| --- | --- |
| 1 | -20136.763 |
| 2 | -20138.259 |
| 3 | -20136.513 |
| 4 | -20136.134 |
| 5 | -16534.956 |
| 6 | -18090.077 |
| 7 | -18091.009 |
| 8 | -18089.555 |